(1)
This record from the OMol25 dataset describes a molecular structure, C33H32N4PtS2Sb2 at a distorted geometry. The level of theory is ωB97M-V/def2-TZVPD.

Atoms and positions in Å:
Pt1 1.15 -1.12 -0.71
C1 -1.65 -0.58 -2.84
C2 -0.76 0.63 -2.88
C3 0.68 0.34 -2.60
Sb1 1.31 1.34 -0.26
C4 1.55 1.49 1.78
C5 1.60 0.36 2.60
C6 1.83 0.53 3.96
C7 2.03 1.81 4.48
C8 2.01 2.93 3.65
C9 1.77 2.78 2.29
C10 0.74 3.18 -0.99
C11 1.26 3.75 -2.16
C12 0.79 4.98 -2.57
C13 -0.21 5.62 -1.84
C14 -0.74 5.04 -0.69
C15 -0.27 3.81 -0.25
Sb2 -1.44 -1.29 -0.87
C16 -2.74 -2.92 -0.77
C17 -2.88 -3.73 -1.90
C18 -3.80 -4.77 -1.87
C19 -4.56 -4.99 -0.73
C20 -4.41 -4.18 0.39
C21 -3.49 -3.14 0.38
C22 -2.06 0.28 0.37
C23 -1.64 0.34 1.70
C24 -2.12 1.35 2.53
C25 -3.02 2.28 2.03
C26 -3.45 2.21 0.71
C27 -2.97 1.21 -0.12
H1 -1.31 -1.35 -3.54
H2 -2.70 -0.37 -3.06
H3 -1.14 1.44 -2.25
H4 -0.72 1.07 -3.89
H5 1.29 1.23 -2.79
H6 1.13 -0.54 -3.06
H7 1.45 -0.63 2.20
H8 1.86 -0.33 4.61
H9 2.21 1.94 5.54
H10 2.17 3.91 4.06
H11 1.75 3.65 1.65
H12 2.04 3.27 -2.74
H13 1.20 5.45 -3.45
H14 -0.58 6.59 -2.17
H15 -1.52 5.55 -0.14
H16 -0.67 3.36 0.65
H17 -2.31 -3.55 -2.81
H18 -3.93 -5.39 -2.75
H19 -5.28 -5.80 -0.71
H20 -5.01 -4.36 1.27
H21 -3.39 -2.50 1.25
H22 -0.97 -0.41 2.11
H23 -1.82 1.38 3.57
H24 -3.42 3.05 2.69
H25 -4.18 2.92 0.34
H26 -3.35 1.15 -1.14
N1 -0.07 -4.61 -0.39
C28 1.12 -4.25 0.05
N2 1.68 -3.02 -0.02
C29 2.99 -3.08 0.53
C30 3.36 -4.27 1.01
S1 2.12 -5.44 0.80
C31 3.79 -1.88 0.46
C32 5.01 -1.58 0.98
S2 5.47 0.02 0.58
C33 4.01 0.21 -0.25
N3 3.23 -0.84 -0.24
N4 3.50 1.35 -0.94
H27 -0.71 -4.01 -0.87
H28 -0.37 -5.57 -0.28
H29 4.31 -4.55 1.46
H30 5.67 -2.19 1.58
H31 3.98 2.24 -0.75
H32 3.57 1.19 -1.95

Computed properties:
LUMO level (eV): -12.865
DFT total energy (eV): -78652.386
Charge: +4


(2)
This record from the OMol25 dataset describes a single C20H20N6O5 molecule at a distorted geometry. The level of theory is ωB97M-V/def2-TZVPD.

Atoms and positions in Å:
C1 2.96 1.60 -1.14
O1 2.22 0.81 -2.03
C2 2.83 -0.25 -2.64
C3 4.15 -0.62 -2.46
C4 4.66 -1.73 -3.12
C5 3.85 -2.47 -3.97
C6 2.53 -2.11 -4.16
C7 2.01 -1.01 -3.50
N1 0.69 -0.56 -3.64
C8 -0.34 -1.17 -4.27
O2 -0.31 -2.21 -4.88
C9 -1.64 -0.34 -4.15
N2 -1.86 0.13 -2.82
N3 -1.21 1.24 -2.36
N4 -1.53 1.44 -1.15
C10 -2.39 0.48 -0.74
C11 -3.03 0.37 0.57
O3 -3.81 -0.54 0.82
N5 -2.70 1.36 1.43
C12 -3.18 1.40 2.79
C13 -2.06 1.20 3.78
C14 -1.82 2.13 4.78
C15 -0.79 1.97 5.70
C16 0.00 0.85 5.57
C17 -0.23 -0.08 4.56
C18 -1.25 0.07 3.66
O4 0.70 -1.09 4.66
C19 1.50 -0.77 5.77
O5 1.07 0.45 6.32
C20 -2.60 -0.39 -1.82
N6 -3.32 -1.53 -1.83
H1 2.26 2.36 -0.78
H2 3.32 1.02 -0.29
H3 3.81 2.08 -1.63
H4 4.80 -0.06 -1.80
H5 5.69 -2.01 -2.97
H6 4.25 -3.33 -4.48
H7 1.89 -2.68 -4.81
H8 0.50 0.30 -3.14
H9 -1.56 0.52 -4.81
H10 -2.48 -0.97 -4.47
H11 -2.01 2.03 1.13
H12 -3.91 0.58 2.88
H13 -3.69 2.35 2.98
H14 -2.45 3.00 4.86
H15 -0.61 2.69 6.48
H16 -1.43 -0.66 2.88
H17 1.43 -1.57 6.52
H18 2.55 -0.68 5.44
H19 -3.59 -1.96 -2.69
H20 -3.89 -1.66 -1.00

Computed properties:
LUMO level (eV): 0.578
DFT total energy (eV): -40242.597
SMILES: COc1ccccc1NC(=O)Cn1nnc(C(=O)NCc2ccc3c(c2)OCO3)c1N


(3)
This record from the OMol25 dataset describes a molecular structure, C34H32N9OReS. The level of theory is ωB97M-V/def2-TZVPD.

Atoms and positions in Å:
Re1 -1.03 -1.78 -0.27
C1 -3.99 -2.76 2.39
C2 -3.45 -1.69 1.51
C3 -2.13 -1.17 1.74
C4 -1.70 0.01 1.08
C5 -0.64 0.92 1.64
C6 -2.36 0.30 -0.12
C7 -3.69 -0.19 -0.36
C8 -4.47 0.34 -1.52
C9 -4.24 -1.12 0.50
H1 -4.71 -2.29 3.08
H2 -3.22 -3.24 2.99
H3 -4.55 -3.50 1.83
H4 -1.64 -1.47 2.66
H5 -1.16 1.75 2.11
H6 0.00 1.34 0.87
H7 -0.04 0.44 2.40
H8 -2.02 1.15 -0.69
H9 -5.48 0.62 -1.19
H10 -4.61 -0.44 -2.27
H11 -4.00 1.20 -1.98
H12 -5.26 -1.45 0.37
C10 3.58 -0.69 2.81
N1 2.41 -1.42 2.24
C11 1.71 -1.09 1.17
N2 0.62 -1.88 1.11
C12 0.74 -2.68 2.21
N3 1.81 -2.42 2.91
C13 3.12 0.66 3.30
C14 2.94 0.93 4.64
C15 2.43 2.17 5.04
C16 2.06 3.11 4.10
C17 2.22 2.83 2.74
C18 2.79 1.63 2.35
C19 1.74 3.76 1.72
N4 1.27 4.95 1.83
N5 0.86 5.34 0.55
C20 1.12 4.35 -0.22
O1 1.69 3.30 0.43
C21 0.83 4.19 -1.65
C22 0.29 5.24 -2.39
C23 -0.01 5.04 -3.73
C24 0.22 3.82 -4.34
C25 0.78 2.77 -3.61
C26 1.07 1.45 -4.28
N6 0.91 0.34 -3.32
C27 -0.13 0.08 -2.56
N7 0.18 -0.93 -1.72
C28 1.48 -1.25 -2.07
N8 1.94 -0.49 -3.02
C29 1.09 2.97 -2.27
H13 4.33 -0.61 2.03
H14 3.95 -1.32 3.62
H15 1.97 -0.30 0.50
H16 0.04 -3.45 2.48
H17 3.20 0.19 5.39
H18 2.32 2.39 6.09
H19 1.63 4.06 4.39
H20 2.99 1.46 1.30
H21 0.10 6.19 -1.91
H22 -0.42 5.86 -4.31
H23 -0.02 3.68 -5.39
H24 2.10 1.37 -4.63
H25 0.41 1.27 -5.12
H26 -1.06 0.61 -2.61
H27 2.06 -2.03 -1.62
H28 1.56 2.18 -1.69
S1 -2.65 -3.00 -1.21
C30 -1.34 -4.14 -1.62
C31 -1.33 -5.26 -2.40
C32 -0.12 -5.98 -2.44
C33 0.97 -5.54 -1.70
C34 0.87 -4.38 -0.95
N9 -0.28 -3.69 -0.93
H29 -2.20 -5.58 -2.95
H30 -0.06 -6.88 -3.02
H31 1.89 -6.10 -1.69
H32 1.69 -4.01 -0.35

Computed properties:
LUMO level (alpha / beta) (eV): -11.471 / -11.340
DFT total energy (eV): -64175.298
Charge: +3
Multiplicity: 2
Relative energy (zero: lowest compared OMol25 entry of this formula, charge and spin) (kJ/mol): 1.3


(4)
This record from the OMol25 dataset describes 7 unconnected molecules or ions with the total composition C18H48N2O7 at a distorted geometry. The level of theory is ωB97M-V/def2-TZVPD.

Atoms and positions in Å:
O1 -1.31 3.26 2.00
H1 -1.86 2.53 2.28
H2 -0.73 3.41 2.74
O2 1.18 5.23 0.53
H3 0.82 4.51 0.02
H4 0.67 6.00 0.27
O3 -2.63 5.76 2.05
H5 -2.24 4.94 1.76
H6 -1.90 6.27 2.40
O4 -0.15 3.57 -0.84
H7 -0.43 2.93 -1.49
H8 -0.56 3.28 -0.02
O5 -0.07 1.82 -3.26
H9 0.66 1.50 -3.78
H10 -0.65 2.24 -3.89
C1 -3.50 0.12 -2.28
C2 -2.85 -0.75 -1.17
C3 -3.70 -2.02 -0.94
C4 -3.69 -3.06 -2.05
C5 -2.22 -3.39 -2.50
C6 -1.22 -2.18 -2.70
N1 -1.53 -1.17 -1.63
O6 -0.64 -0.19 -1.62
C7 0.27 -2.65 -2.67
C8 -1.48 -1.61 -4.10
C9 -2.73 -0.06 0.25
H11 -4.14 0.81 -1.73
H12 -4.02 -0.40 -3.08
H13 -2.86 0.87 -2.74
H14 -3.30 -2.49 -0.04
H15 -4.74 -1.77 -0.76
H16 -4.28 -2.63 -2.86
H17 -4.21 -3.98 -1.79
H18 -2.15 -4.06 -3.35
H19 -1.78 -3.93 -1.66
H20 0.48 -3.01 -1.66
H21 0.55 -3.45 -3.35
H22 0.87 -1.76 -2.87
H23 -0.84 -2.06 -4.86
H24 -2.50 -1.78 -4.44
H25 -1.21 -0.56 -4.18
H26 -3.67 0.08 0.78
H27 -2.23 0.90 0.24
H28 -2.21 -0.78 0.89
H29 -0.85 0.35 -2.38
C10 0.52 -1.29 1.69
C11 1.36 -0.38 2.65
C12 2.27 -1.23 3.73
C13 3.45 -1.89 2.93
C14 4.33 -0.87 2.31
C15 3.55 0.15 1.36
N2 2.27 0.57 1.92
O7 1.62 1.55 1.19
C16 4.56 1.34 1.18
C17 3.28 -0.67 0.06
C18 0.50 0.52 3.53
H30 0.36 -0.82 0.72
H31 0.92 -2.30 1.57
H32 -0.48 -1.44 2.11
H33 2.72 -0.60 4.49
H34 1.74 -2.02 4.27
H35 4.01 -2.51 3.62
H36 3.02 -2.60 2.21
H37 5.03 -1.54 1.82
H38 4.94 -0.27 2.99
H39 4.91 1.78 2.12
H40 3.93 2.14 0.81
H41 5.35 1.23 0.44
H42 2.80 -0.06 -0.71
H43 2.64 -1.51 0.31
H44 4.14 -1.16 -0.38
H45 -0.18 -0.06 4.17
H46 0.98 1.28 4.14
H47 -0.21 0.96 2.83
H48 1.27 1.08 0.43

Computed properties:
LUMO level (alpha / beta) (eV): -2.871 / -6.756
DFT total energy (eV): -36746.151
Charge: +1
Multiplicity: 2
Relative energy (zero: lowest compared OMol25 entry of this formula, charge and spin) (kJ/mol): 0.0


DFT total energy of number 2 (C20H20N6O5)? -40242.597 eV


Please write out number 1 again, unchanged.
This record from the OMol25 dataset describes a molecular structure, C33H32N4PtS2Sb2 at a distorted geometry. The level of theory is ωB97M-V/def2-TZVPD.

Atoms and positions in Å:
Pt1 1.15 -1.12 -0.71
C1 -1.65 -0.58 -2.84
C2 -0.76 0.63 -2.88
C3 0.68 0.34 -2.60
Sb1 1.31 1.34 -0.26
C4 1.55 1.49 1.78
C5 1.60 0.36 2.60
C6 1.83 0.53 3.96
C7 2.03 1.81 4.48
C8 2.01 2.93 3.65
C9 1.77 2.78 2.29
C10 0.74 3.18 -0.99
C11 1.26 3.75 -2.16
C12 0.79 4.98 -2.57
C13 -0.21 5.62 -1.84
C14 -0.74 5.04 -0.69
C15 -0.27 3.81 -0.25
Sb2 -1.44 -1.29 -0.87
C16 -2.74 -2.92 -0.77
C17 -2.88 -3.73 -1.90
C18 -3.80 -4.77 -1.87
C19 -4.56 -4.99 -0.73
C20 -4.41 -4.18 0.39
C21 -3.49 -3.14 0.38
C22 -2.06 0.28 0.37
C23 -1.64 0.34 1.70
C24 -2.12 1.35 2.53
C25 -3.02 2.28 2.03
C26 -3.45 2.21 0.71
C27 -2.97 1.21 -0.12
H1 -1.31 -1.35 -3.54
H2 -2.70 -0.37 -3.06
H3 -1.14 1.44 -2.25
H4 -0.72 1.07 -3.89
H5 1.29 1.23 -2.79
H6 1.13 -0.54 -3.06
H7 1.45 -0.63 2.20
H8 1.86 -0.33 4.61
H9 2.21 1.94 5.54
H10 2.17 3.91 4.06
H11 1.75 3.65 1.65
H12 2.04 3.27 -2.74
H13 1.20 5.45 -3.45
H14 -0.58 6.59 -2.17
H15 -1.52 5.55 -0.14
H16 -0.67 3.36 0.65
H17 -2.31 -3.55 -2.81
H18 -3.93 -5.39 -2.75
H19 -5.28 -5.80 -0.71
H20 -5.01 -4.36 1.27
H21 -3.39 -2.50 1.25
H22 -0.97 -0.41 2.11
H23 -1.82 1.38 3.57
H24 -3.42 3.05 2.69
H25 -4.18 2.92 0.34
H26 -3.35 1.15 -1.14
N1 -0.07 -4.61 -0.39
C28 1.12 -4.25 0.05
N2 1.68 -3.02 -0.02
C29 2.99 -3.08 0.53
C30 3.36 -4.27 1.01
S1 2.12 -5.44 0.80
C31 3.79 -1.88 0.46
C32 5.01 -1.58 0.98
S2 5.47 0.02 0.58
C33 4.01 0.21 -0.25
N3 3.23 -0.84 -0.24
N4 3.50 1.35 -0.94
H27 -0.71 -4.01 -0.87
H28 -0.37 -5.57 -0.28
H29 4.31 -4.55 1.46
H30 5.67 -2.19 1.58
H31 3.98 2.24 -0.75
H32 3.57 1.19 -1.95

Computed properties:
LUMO level (eV): -12.865
DFT total energy (eV): -78652.386
Charge: +4


What is the DFT total energy in the fourth record? -36746.151 eV